Entry 1:
C22H19AsF6N9SZn | wB97M-V/def2-TZVPD

Summary:
HOMO energy (spin up / spin down), eV: -13.9 / -13.9
Orbital gap (spin up / spin down), eV: 7.35 / 4.77
Net charge: +2
Spin multiplicity: 2

XYZ file:
```
59
Properties=species:S:1:pos:R:3:lowdin_charge:R:1
Zn 0.3111 -0.7988 -1.1093 0.86
C 2.5234 2.9280 -1.9191 -0.07
C 2.1638 1.5880 -1.9621 -0.08
N 1.0312 1.1651 -1.4081 0.06
C 0.2319 2.0827 -0.8249 -0.15
C 0.6312 3.4101 -0.7694 -0.03
N 1.7700 3.8294 -1.3061 0.13
C -1.1004 1.6008 -0.3539 -0.16
C -2.1144 2.3457 0.2108 0.09
C -3.3433 1.7240 0.4682 -0.10
C -3.5135 0.3855 0.1045 0.09
C -2.4483 -0.2963 -0.4584 -0.16
N -1.2859 0.3156 -0.6283 0.06
C -2.4535 -1.6819 -0.9933 -0.17
C -3.5580 -2.5189 -0.9638 -0.02
N -3.5426 -3.7308 -1.5013 0.14
C -2.4200 -4.1275 -2.0774 -0.06
C -1.2906 -3.3167 -2.1028 -0.07
N -1.3083 -2.1032 -1.5668 0.04
C -4.4530 2.4821 1.0831 -0.18
C -5.7653 2.3143 0.6593 -0.01
C -6.7609 3.0618 1.2711 -0.11
N -6.5231 3.9231 2.2551 0.09
C -5.2699 4.0764 2.6642 -0.11
C -4.2001 3.3872 2.1072 -0.01
H 3.4369 3.2714 -2.3872 0.13
H 2.7899 0.8534 -2.4463 0.10
H 0.0137 4.1578 -0.2879 0.13
H -1.9909 3.3978 0.4257 0.13
H -4.4650 -0.0981 0.2741 0.13
H -4.4815 -2.2074 -0.4919 0.13
H -2.4014 -5.1123 -2.5260 0.13
H -0.3667 -3.6581 -2.5456 0.12
H -6.0172 1.6452 -0.1540 0.12
H -7.7916 2.9641 0.9527 0.12
H -5.1078 4.7779 3.4737 0.12
H -3.2012 3.5364 2.4972 0.12
C 4.9741 0.1394 2.5459 -0.05
C 5.7638 0.2944 1.2294 -0.21
C 5.2170 -0.6219 0.2111 -0.51
N 4.0963 -0.3418 -0.4760 0.06
N 3.6830 -1.2979 -1.2441 0.05
C 4.5084 -2.3984 -1.1693 -0.62
N 4.2149 -3.4825 -1.8316 0.24
S 5.8706 -2.1712 -0.1313 1.23
H 5.3694 0.8471 3.2712 0.09
H 5.0783 -0.8670 2.9498 0.09
H 3.9162 0.3470 2.3923 0.08
H 6.8223 0.0954 1.3938 0.12
H 5.6545 1.3108 0.8452 0.13
H 3.3292 -3.5136 -2.3225 0.14
H 4.7759 -4.3225 -1.7859 0.16
F 1.2075 -1.0722 0.7150 -0.29
As 1.2799 -2.8800 1.0124 0.79
F 1.2690 -2.6401 2.6791 -0.16
F 3.0000 -2.7381 0.9671 -0.23
F 1.3512 -4.5675 0.9894 -0.17
F 1.3205 -2.8381 -0.8134 -0.31
F -0.4309 -2.8550 0.9094 -0.19
```

---

Entry 2:
C51H71As2BGe2N4O5Ti | wB97M-V/def2-TZVPD

Summary:
HOMO energy (spin up / spin down), eV: -7.0 / -7.0
Orbital gap (spin up / spin down), eV: 7.10 / 7.10

XYZ file:
```
137
Properties=species:S:1:pos:R:3:lowdin_charge:R:1
Ti 0.3997 -0.1361 -0.2043 0.51
C 3.3050 0.0875 4.1257 -0.17
C 2.2407 0.3159 3.0588 -0.35
Ge 2.3245 -0.9898 1.5597 0.87
C 2.2243 -2.7877 2.4756 -0.37
C 3.5853 -3.3321 2.8938 -0.18
C 4.1712 -0.8754 0.9310 -0.27
C 4.4697 -0.5798 -0.3410 -0.34
Ge 2.8722 -0.3087 -1.5161 0.90
C 3.1188 1.4681 -2.3900 -0.38
C 4.3930 1.6697 -3.1986 -0.16
C 2.7901 -1.5943 -3.0652 -0.39
C 3.8784 -2.5892 -3.4445 -0.17
C 5.8941 -0.3657 -0.7163 -0.24
C 6.8010 0.1465 0.2169 -0.04
C 8.1339 0.3336 -0.1022 -0.09
C 8.6003 0.0199 -1.3704 -0.10
C 7.7108 -0.4620 -2.3162 -0.08
C 6.3752 -0.6398 -1.9913 -0.07
H 3.3066 0.8892 4.8683 0.07
H 4.3070 0.0452 3.6983 0.05
H 3.1408 -0.8462 4.6658 0.06
H 2.3367 1.3148 2.6359 0.03
H 1.2468 0.2673 3.5137 0.05
H 1.7528 -3.5278 1.8321 0.01
H 1.5717 -2.6753 3.3442 0.06
H 4.1980 -3.5544 2.0197 0.06
H 3.4894 -4.2544 3.4729 0.07
H 4.1467 -2.6216 3.5026 0.05
H 4.9879 -1.0461 1.6305 0.05
H 3.0345 2.2518 -1.6339 0.04
H 2.2548 1.5768 -3.0498 0.03
H 5.2889 1.5946 -2.5838 0.05
H 4.4057 2.6517 -3.6769 0.07
H 4.4825 0.9267 -3.9929 0.06
H 2.5287 -0.9732 -3.9319 0.05
H 1.8948 -2.1826 -2.8732 -0.04
H 4.6845 -2.1353 -4.0185 0.05
H 3.4623 -3.3810 -4.0725 0.06
H 4.3288 -3.0640 -2.5703 0.07
H 6.4496 0.4286 1.1996 0.10
H 8.8097 0.7381 0.6391 0.10
H 9.6422 0.1669 -1.6211 0.10
H 8.0525 -0.6928 -3.3160 0.10
H 5.6906 -0.9879 -2.7472 0.07
C 1.3132 -3.9785 -0.8000 -0.27
As -0.1895 -2.7880 -1.2405 1.18
C -1.7494 -3.8817 -0.7620 -0.26
C -0.2969 -3.1685 -3.1585 -0.43
C -0.2392 -4.4994 -3.5626 -0.12
C -0.2158 -4.8265 -4.9089 -0.08
C -0.2399 -3.8171 -5.8564 -0.08
C -0.3158 -2.4919 -5.4567 -0.09
C -0.3646 -2.1537 -4.1079 -0.42
As -0.4483 -0.3113 -3.4660 1.19
C -0.5777 0.6475 -5.1673 -0.30
C -2.3969 -0.3057 -3.1844 -0.27
H 0.9770 -4.8280 -0.2007 0.04
H 2.0665 -3.4193 -0.2511 -0.01
H 1.7564 -4.3520 -1.7237 0.03
H -1.5027 -4.9375 -0.8958 0.03
H -2.5517 -3.6059 -1.4452 0.04
H -2.0927 -3.6913 0.2481 0.00
H -0.1883 -5.2969 -2.8291 0.10
H -0.1630 -5.8633 -5.2132 0.10
H -0.1987 -4.0608 -6.9091 0.10
H -0.3321 -1.7186 -6.2130 0.09
H -1.2929 0.1358 -5.8127 0.02
H 0.3883 0.7307 -5.6631 0.03
H -0.9290 1.6452 -4.9351 0.01
H -2.9044 -0.3800 -4.1474 0.03
H -2.6800 0.6241 -2.6891 0.03
H -2.6932 -1.1401 -2.5487 0.01
N -1.7388 -2.7511 2.9349 0.16
C -0.7854 -2.5023 2.0068 -0.22
N -0.5186 -1.2356 1.8434 0.04
C -1.3343 -0.5856 2.7823 -0.20
C -1.4314 0.7605 3.1271 -0.01
C -2.3453 1.1101 4.0973 -0.06
C -3.1538 0.1538 4.7306 -0.08
C -3.0513 -1.1858 4.4269 -0.01
C -2.1196 -1.5302 3.4524 -0.18
H -2.0723 -3.6588 3.2061 0.17
H -0.3029 -3.3071 1.4833 0.10
H -0.8100 1.4880 2.6417 0.08
H -2.4446 2.1498 4.3808 0.11
H -3.8627 0.4741 5.4816 0.10
H -3.6617 -1.9279 4.9220 0.11
C -8.3167 1.6222 1.3089 -0.04
C -7.1719 1.4534 2.3165 -0.56
C -6.7749 2.8356 2.8368 -0.07
C -7.6640 0.6251 3.5117 -0.05
C -6.0056 0.7411 1.6336 -0.17
C -6.1502 -0.5971 1.2585 -0.04
C -5.1419 -1.3204 0.6322 0.02
C -3.9612 -0.6566 0.3893 -0.21
O -2.7993 -1.1195 -0.1524 0.05
B -1.8677 -0.0451 -0.1027 -0.56
O -2.5485 1.0815 0.4105 0.10
C -3.8077 0.6762 0.7366 -0.20
C -4.8045 1.3978 1.3553 0.07
H -9.1657 2.1207 1.7787 0.08
H -8.6558 0.6568 0.9341 0.08
H -7.9981 2.2198 0.4549 0.09
H -7.6161 3.2803 3.3699 0.09
H -6.5074 3.5133 2.0262 0.08
H -5.9325 2.7782 3.5275 0.08
H -8.4445 1.1678 4.0467 0.08
H -6.8488 0.4232 4.2072 0.08
H -8.0828 -0.3295 3.1993 0.07
H -7.0850 -1.0995 1.4607 0.10
H -5.2758 -2.3571 0.3586 0.12
H -4.6330 2.4267 1.6282 0.11
C -2.1403 4.2596 0.1861 -0.06
C -1.0536 4.1301 1.2420 -0.13
C 0.3649 3.8383 0.6762 -0.28
C 1.4268 3.9875 1.7758 -0.16
C 2.8348 3.6938 1.2845 -0.06
C 0.6118 4.8519 -0.4238 -0.43
O 0.8214 6.0230 -0.2093 0.12
N 0.5090 4.3685 -1.7026 0.23
C 0.2990 3.0506 -2.1041 -0.51
O 0.1165 2.8078 -3.2754 0.05
N 0.3540 2.0762 -1.1323 0.14
C 0.4008 2.4315 0.1274 -0.40
O 0.4847 1.4596 0.9671 -0.18
H -3.1175 4.3256 0.6653 0.08
H -2.1717 3.3928 -0.4752 0.07
H -2.0053 5.1603 -0.4128 0.08
H -1.2985 3.3402 1.9529 0.10
H -0.9635 5.0644 1.8017 0.13
H 1.1551 3.3206 2.5964 0.11
H 1.3623 5.0141 2.1430 0.13
H 2.9177 2.6944 0.8497 0.07
H 3.5473 3.7454 2.1074 0.08
H 3.1479 4.4185 0.5320 0.09
H 0.5675 5.0414 -2.4560 0.17
```

---

What did we get for relative energy (zero: lowest compared OMol25 entry of this formula, charge and spin)? Answer: 9.0, 79.4 kJ/mol, in the order shown.